[1]
One molecule with the formula C23H28N4O5S, computed with wB97M-V/def2-TZVPD.

Results
ΔE to the lowest compared entry with this formula, charge and spin ... 0.090 eV
HOMO level ... -0.336 Eh
LUMO energy ... -0.1 eV
Frontier orbital gap ... 9.0 eV

Cartesian coordinates (Å):
C 7.096 -2.152 0.294
C 5.737 -2.782 -0.011
C 4.826 -2.690 1.212
C 5.111 -2.190 -1.284
C 4.671 -0.724 -1.201
N 3.362 -0.581 -0.607
C 2.268 -0.242 -1.299
O 2.249 0.125 -2.453
C 0.970 -0.395 -0.461
N 1.258 -0.314 0.958
S 0.328 -1.290 1.940
O 0.516 -2.635 1.486
O 0.674 -0.950 3.285
C -1.344 -0.783 1.558
C -2.213 -1.667 0.940
C -3.434 -1.229 0.474
C -3.787 0.123 0.589
C -2.907 0.999 1.244
C -1.691 0.534 1.733
C -3.217 2.426 1.362
O -2.497 3.231 1.910
N -4.411 2.798 0.772
C -4.794 4.200 0.808
C -5.291 1.958 0.121
O -6.309 2.383 -0.375
N -4.957 0.616 0.067
C -5.886 -0.259 -0.619
C -0.091 0.570 -0.926
C 0.010 1.923 -0.623
C -0.971 2.810 -1.027
C -2.062 2.356 -1.749
C -2.156 1.015 -2.079
C -1.176 0.127 -1.670
H 7.758 -2.228 -0.565
H 7.564 -2.662 1.133
H 6.992 -1.102 0.557
H 5.906 -3.845 -0.223
H 5.234 -3.293 2.021
H 4.758 -1.666 1.573
H 3.827 -3.061 0.992
H 4.240 -2.786 -1.565
H 5.842 -2.279 -2.090
H 5.393 -0.133 -0.632
H 4.593 -0.306 -2.207
H 3.224 -0.919 0.335
H 0.633 -1.426 -0.627
H 1.327 0.625 1.320
H -1.904 -2.695 0.825
H -4.098 -1.930 -0.002
H -1.035 1.227 2.236
H -4.017 4.739 1.345
H -4.891 4.582 -0.208
H -5.752 4.307 1.314
H -5.411 -0.717 -1.487
H -6.251 -1.033 0.056
H -6.724 0.354 -0.950
H 0.867 2.291 -0.077
H -0.883 3.856 -0.778
H -2.828 3.047 -2.068
H -2.993 0.660 -2.662
H -1.249 -0.918 -1.934

[2]
C23H28N4OOs as an isolated structure at a distorted geometry, computed with wB97M-V/def2-TZVPD.

Results
ΔE to the lowest compared entry with this formula, charge and spin ... 0.531 eV
HOMO level (spin up / spin down) ... -0.820 / -0.820 Eh
Charge ... +4
LUMO energy (spin up / spin down) ... -16.4 / -16.3 eV
Frontier orbital gap (spin up / spin down) ... 5.9 / 6.0 eV

Cartesian coordinates (Å):
Os 0.059 0.293 -0.226
C -1.525 -0.191 2.348
C -2.603 -0.229 1.267
C -2.702 1.087 0.542
C -3.794 1.920 0.644
C -3.836 3.102 -0.094
C -2.777 3.419 -0.950
C -1.707 2.568 -1.007
N -1.638 1.434 -0.244
N -0.150 -0.481 1.819
C 0.152 -1.936 1.684
C 1.357 -2.117 0.793
C 2.194 -3.207 0.851
C 3.260 -3.290 -0.044
C 3.476 -2.256 -0.957
C 2.608 -1.192 -0.966
N 1.555 -1.121 -0.108
C 0.898 0.150 2.685
C 1.280 1.487 2.168
C 1.882 2.476 2.907
C 2.319 3.632 2.259
C 2.141 3.762 0.875
C 1.517 2.753 0.195
N 1.069 1.629 0.831
H -1.487 0.794 2.813
H -1.739 -0.916 3.138
H -2.391 -1.030 0.553
H -3.566 -0.479 1.712
H -4.629 1.635 1.272
H -4.696 3.758 -0.021
H -2.793 4.313 -1.560
H -0.872 2.775 -1.665
H 0.355 -2.354 2.675
H -0.728 -2.457 1.301
H 2.030 -3.982 1.590
H 3.918 -4.151 -0.027
H 4.313 -2.276 -1.643
H 2.743 -0.361 -1.649
H 0.545 0.195 3.718
H 1.786 -0.488 2.680
H 2.032 2.346 3.972
H 2.803 4.421 2.824
H 2.484 4.641 0.344
H 1.364 2.808 -0.878
C 0.060 -1.759 -3.893
C -0.503 -2.863 -2.966
C -1.216 -2.139 -1.841
O -0.571 -0.791 -1.793
C -0.228 -0.433 -3.206
H -0.414 -1.776 -4.873
H 1.125 -1.898 -4.071
H 0.291 -3.504 -2.585
H -1.199 -3.513 -3.493
H -1.101 -2.587 -0.857
H -2.273 -1.964 -2.048
H 0.615 0.263 -3.176
H -1.099 0.081 -3.615

[3]
One molecule with the formula C23H28N6O4 at a distorted geometry, computed with wB97M-V/def2-TZVPD.

Results
ΔE to the lowest compared entry with this formula, charge and spin ... 0.914 eV
HOMO level ... -0.303 Eh
LUMO energy ... 0.3 eV
Frontier orbital gap ... 8.5 eV

Cartesian coordinates (Å):
C -2.313 4.208 -1.579
O -2.408 2.954 -0.942
C -1.181 2.509 -0.409
C -0.131 2.161 -1.470
O 0.902 2.810 -1.537
N -0.375 1.105 -2.270
C -1.641 0.402 -2.265
C 0.567 0.820 -3.360
C 1.966 1.193 -2.984
N 2.805 1.868 -3.737
N 3.986 1.810 -3.140
N 3.935 1.127 -2.080
N 2.675 0.690 -1.936
C 2.282 -0.086 -0.800
C 2.389 0.759 0.477
O 2.064 0.006 1.637
C 0.763 -0.346 1.792
O -0.100 -0.110 0.980
N 0.634 -0.992 2.975
C -0.509 -1.539 3.568
C -1.749 -1.398 2.992
C -2.888 -1.940 3.599
C -2.788 -2.620 4.778
C -1.534 -2.790 5.400
C -1.421 -3.494 6.618
C -0.211 -3.667 7.225
C 0.945 -3.141 6.632
C 0.870 -2.453 5.452
C -0.364 -2.250 4.797
C 0.151 1.581 -4.649
C 0.046 0.531 -5.758
C 0.941 -0.603 -5.271
C 0.626 -0.670 -3.779
H -1.994 4.982 -0.872
H -3.309 4.440 -1.951
H -1.603 4.185 -2.413
H -1.394 1.627 0.199
H -0.736 3.289 0.225
H -2.409 1.018 -1.807
H -1.950 0.191 -3.289
H -1.558 -0.533 -1.705
H 1.252 -0.422 -0.930
H 2.951 -0.950 -0.717
H 1.732 1.629 0.396
H 3.420 1.088 0.620
H 1.498 -1.076 3.493
H -1.846 -0.861 2.064
H -3.846 -1.809 3.120
H -3.663 -3.039 5.253
H -2.321 -3.895 7.061
H -0.134 -4.207 8.157
H 1.901 -3.284 7.113
H 1.789 -2.069 5.030
H 0.919 2.317 -4.882
H -0.791 2.107 -4.492
H -0.982 0.175 -5.856
H 0.363 0.924 -6.722
H 1.987 -0.333 -5.419
H 0.746 -1.547 -5.777
H 1.378 -1.229 -3.223
H -0.335 -1.158 -3.633

[4]
C23H28NO4RuS as an isolated structure at a distorted geometry, computed with wB97M-V/def2-TZVPD.

Results
Spin multiplicity ... 5
<S²> ... 6.065
HOMO level (spin up / spin down) ... -0.414 / -0.444 Eh
Charge ... +1
LUMO energy (spin up / spin down) ... -4.9 / -5.5 eV
Frontier orbital gap (spin up / spin down) ... 6.3 / 6.6 eV

Cartesian coordinates (Å):
C 2.640 0.247 2.549
C 2.555 -0.615 1.436
C 1.673 -0.025 0.473
H 3.088 -1.547 1.276
C 1.265 1.308 0.997
C 1.835 1.386 2.330
H 1.099 2.162 0.341
C -1.177 -2.296 2.821
C 0.163 -2.281 2.311
C 0.068 -2.152 0.869
H 1.061 -2.517 2.862
C -1.291 -1.908 0.531
C -2.068 -2.130 1.746
H 1.636 -0.330 -0.570
H 1.882 2.297 2.921
H 3.290 0.084 3.410
H -3.154 -2.212 1.787
H 0.796 -2.409 0.132
H -1.436 -2.505 3.862
Ru -0.309 -0.111 1.232
C -1.678 -1.668 -0.899
C -3.212 -1.512 -0.892
C -1.287 -2.798 -1.861
H -3.682 -2.443 -0.529
H -3.633 -1.324 -1.889
H -3.520 -0.701 -0.221
H -1.699 -3.780 -1.624
H -0.205 -2.889 -1.951
H -1.662 -2.536 -2.856
C -0.818 -0.469 -1.389
C -1.544 0.823 -1.354
H -0.298 -0.720 -2.318
H 0.059 -0.322 -0.794
O -1.979 1.160 -0.219
N -1.432 1.619 -2.509
C -0.182 2.410 -2.524
H -2.266 2.167 -2.728
C 1.126 1.693 -2.845
C 2.328 2.323 -2.483
H 2.290 3.267 -1.936
C 3.561 1.797 -2.873
H 4.491 2.300 -2.594
C 3.602 0.598 -3.606
H 4.568 0.162 -3.884
C 2.407 -0.046 -3.954
H 2.421 -1.003 -4.477
C 1.176 0.524 -3.606
H 0.246 0.066 -3.940
H -0.078 2.821 -1.506
H -0.350 3.260 -3.214
C -2.367 1.332 4.669
S -0.700 1.360 4.014
O -0.139 2.669 4.229
O 0.036 0.191 4.456
O -1.108 1.219 2.485
H -2.369 1.306 5.761
H -2.882 0.461 4.272
H -2.835 2.236 4.276